This record from the Open Molecules 2025 dataset describes a 8-piece molecular cluster, C30H45Br2N5O2 overall. The level of theory is wB97M-V/def2-TZVPD.

Geometry as ORCA input:
```
! wB97M-V def2-TZVPD RIJCOSX def2/J DEFGRID3
* xyz 0 1
Br 2.070 -13.712 -28.602
Br 6.428 -14.950 -28.345
O 4.045 -20.753 -27.898
O 3.920 -6.596 -30.203
N -3.021 -9.597 -33.677
N 11.224 -8.642 -30.819
N 0.092 -14.788 -23.814
N -1.822 -9.960 -23.074
N 3.705 -18.118 -35.571
C 3.685 -20.812 -29.266
C 10.121 -10.320 -31.763
C 1.962 -22.027 -28.185
C 1.368 -14.326 -23.436
C 2.177 -19.073 -34.344
C -0.173 -9.406 -24.498
C 2.115 -15.487 -23.197
C -0.636 -9.250 -23.203
C 10.703 -9.074 -31.990
C -1.231 -10.110 -25.200
C -3.126 -9.584 -32.313
C 5.273 -7.104 -30.312
C 2.465 -17.888 -33.753
C -1.479 -10.974 -32.947
C 2.860 -19.178 -35.446
C -2.099 -10.488 -34.120
C 1.222 -16.577 -23.288
C 0.015 -16.129 -23.674
C 2.913 -21.292 -27.206
C 5.253 -8.655 -30.626
C 3.704 -14.848 -28.777
C 4.683 -14.249 -27.817
C 2.625 -21.905 -29.484
C -2.140 -10.414 -31.831
C 3.411 -17.284 -34.516
C 10.984 -9.489 -29.840
C 10.214 -10.531 -30.398
C 3.795 -8.944 -30.436
C -2.156 -10.588 -24.250
C 3.095 -7.633 -30.788
H 2.867 -19.956 -36.194
H 4.274 -17.901 -36.377
H 0.921 -21.718 -28.090
H 11.257 -9.179 -28.843
H 4.527 -21.136 -29.877
H 2.040 -21.566 -30.339
H 1.577 -13.268 -23.499
H 3.157 -15.486 -22.912
H -1.324 -10.245 -26.267
H 9.734 -10.915 -32.577
H 2.049 -7.633 -30.483
H -1.775 -10.612 -35.143
H 3.160 -21.990 -26.406
H -0.524 -14.128 -24.267
H -0.681 -11.699 -32.891
H 3.121 -22.812 -29.830
H 3.185 -19.918 -29.640
H 0.630 -8.850 -24.959
H 1.838 -23.066 -27.879
H 10.729 -8.446 -32.868
H 5.858 -6.822 -29.437
H -2.223 -10.071 -22.154
H 1.489 -19.809 -33.953
H 11.520 -7.683 -30.705
H 4.478 -14.601 -26.806
H 4.212 -14.887 -29.741
H -0.949 -16.532 -23.949
H 1.505 -17.605 -23.118
H -3.949 -9.015 -31.907
H 3.420 -9.733 -31.088
H -3.076 -11.149 -24.328
H -1.750 -10.555 -30.834
H 9.718 -11.405 -30.001
H -3.606 -9.027 -34.271
H 2.962 -7.496 -31.861
H 2.334 -20.576 -26.623
H 4.764 -13.164 -27.887
H 5.708 -8.799 -31.606
H 3.676 -9.368 -29.439
H -0.320 -8.589 -22.411
H 5.847 -9.194 -29.887
H 5.701 -6.613 -31.186
H 3.451 -15.901 -28.650
H 1.999 -17.529 -32.847
H 3.825 -16.290 -34.435
*
```

Results
* relative energy (zero: lowest compared OMol25 entry of this formula, charge and spin): 0.0 kcal/mol
* max |F|: 4.753 eV Å⁻¹
* structure (SMILES): c1cc[nH]c1.c1cc[nH]c1.c1cc[nH]c1.c1cc[nH]c1.c1cc[nH]c1.C1CCOC1.C1CCOC1.BrCCBr
* gap between HOMO and LUMO: 8.534 eV
* HOMO energy: -8.08 eV